1.
The following is a DFT calculation (ωB97M-V/def2-TZVPD) of a molecular structure, C43H47N3P at a distorted geometry.

Results
E_HOMO = -7.973 eV
LUMO energy = -4.54 eV
Maximum force = 4.014 eV Å⁻¹
Charge = +1
Gap between HOMO and LUMO = 3.4 eV
Energy relative to the best compared isomer or geometry (same formula, charge and spin) = 30.49 kcal/mol

```
94
Properties=species:S:1:pos:R:3:forces:R:3:lowdin_charge:R:1
C -0.05854 -13.06436 0.70693 0.075 -0.678 -0.246 -0.04
C 0.26163 -11.67985 1.18065 -0.612 -0.202 0.264 -0.25
C 1.04778 -10.77598 0.48942 -0.363 -0.147 0.376 0.00
C 1.25251 -9.49870 0.98523 -0.079 -0.076 -0.033 -0.17
C 2.14622 -8.60114 0.14415 0.452 0.456 -0.463 -0.06
C 0.62191 -9.14085 2.21988 1.329 -1.174 -0.070 -0.15
N 1.18010 -8.03118 2.91621 0.409 1.924 1.858 -0.21
P 0.49037 -6.76255 3.80403 -3.276 0.693 -2.214 1.25
H -0.36436 -6.19258 5.98785 1.229 -0.134 0.700 0.02
N 1.42714 -5.59531 2.95104 0.260 -2.097 1.581 -0.19
C 1.14876 -4.36168 2.29826 0.502 0.743 1.521 -0.15
C 0.51777 -3.37415 3.09763 0.417 -0.457 -0.731 -0.19
C 0.02463 -3.63359 4.48163 -0.201 0.258 0.517 -0.06
C 0.46026 -2.10884 2.56885 0.015 0.030 -0.412 -0.01
C 1.07760 -1.81980 1.35259 -0.036 1.074 0.571 -0.26
C 0.98889 -0.39667 0.87733 -0.027 0.621 -0.462 -0.04
C 1.79291 -2.77630 0.66955 -0.821 0.036 -0.003 0.00
C 1.76698 -4.11152 1.06318 -0.966 0.610 0.561 -0.19
C 2.27087 -5.09932 0.06847 0.580 0.497 -0.712 -0.04
C 2.61109 -6.25901 2.74290 0.582 -0.399 -1.367 -0.15
C 2.48274 -7.61351 2.75156 0.646 0.162 -2.156 -0.15
C -0.19738 -10.01971 2.93784 0.498 -0.291 -1.003 -0.18
C -0.69591 -9.65804 4.29932 0.109 -0.379 0.030 -0.07
C -0.31597 -11.29409 2.37797 -0.568 0.420 0.409 0.00
H -0.50281 -13.66430 1.51024 0.232 0.163 -0.090 0.08
H -0.78639 -13.11640 -0.11263 0.154 0.400 0.070 0.09
H 0.83002 -13.58629 0.35168 0.066 -0.016 0.003 0.08
H 1.53304 -11.11228 -0.41169 0.073 0.214 -0.314 0.13
H 1.93539 -7.54511 0.38768 0.218 -0.799 -0.419 0.03
H 3.23598 -8.76649 0.36203 -0.908 0.041 -0.308 0.10
H 2.03108 -8.76474 -0.97272 -0.155 0.083 1.420 0.12
H -0.29366 -2.67486 4.91661 -0.087 -0.255 -0.201 0.09
H -0.82113 -4.33216 4.58114 0.271 0.114 -0.223 0.08
H 0.82506 -3.97991 5.14390 0.039 -0.244 -0.234 0.07
H -0.01925 -1.30230 3.11104 -0.083 -0.084 0.033 0.12
H 1.16696 -0.30157 -0.20642 0.038 -0.089 0.417 0.09
H -0.01454 0.02658 1.06557 0.456 -0.227 0.005 0.09
H 1.72304 0.24916 1.39461 -0.281 -0.267 -0.206 0.08
H 2.26980 -2.47483 -0.24889 0.083 -0.167 -0.249 0.12
H 2.37885 -4.49083 -0.84524 0.145 -0.654 0.132 0.09
H 3.26597 -5.42777 0.36602 -0.037 -0.408 -0.457 0.08
H 1.61564 -5.94178 -0.18824 0.134 0.481 0.415 0.08
H 3.42944 -5.73261 2.27969 0.197 -0.072 0.468 0.13
H 3.10673 -8.24700 2.14341 0.551 -0.038 0.874 0.11
H -1.34613 -10.43838 4.69542 -0.163 0.166 -0.107 0.09
H 0.17030 -9.65161 4.96069 -0.116 0.071 -0.134 0.05
H -1.20244 -8.67901 4.39043 0.149 -0.490 -0.196 0.06
H -0.86322 -12.06658 2.89391 -0.307 0.100 0.300 0.12
C 2.13193 -0.13721 5.03906 -0.758 -0.050 -0.420 -0.10
C 1.23613 0.43549 5.97183 -0.025 -0.210 0.324 -0.05
C 1.09802 -0.11482 7.26316 0.427 -0.605 -0.456 -0.03
C 1.84380 -1.25757 7.55928 0.884 -0.086 -0.103 -0.24
C 1.76415 -1.94785 8.92086 -0.178 0.560 -0.770 -0.09
N 1.19142 -3.29355 8.75344 -1.060 -1.610 -1.074 -0.03
C 1.53586 -4.26248 9.88336 0.301 0.812 -0.884 -0.07
C 0.48290 -4.42343 10.93820 -0.703 -1.161 0.156 -0.22
C 0.31281 -5.71592 11.45183 -0.231 -0.215 -0.139 -0.05
C -0.65659 -5.97249 12.43591 -0.066 0.178 0.142 -0.07
C -1.44670 -4.91008 12.93175 0.664 -0.372 -0.402 -0.07
C -1.24077 -3.60915 12.43104 -0.235 -0.934 0.594 -0.07
C -0.28699 -3.38114 11.45422 0.201 -0.548 -0.115 -0.04
C 0.41331 -3.70625 7.71686 0.528 1.058 1.503 -0.05
C -0.29700 -4.92415 7.68470 -1.230 0.794 1.601 -0.21
C 0.05713 -6.17548 7.06978 2.236 -0.299 -0.877 -0.30
C -0.58480 -7.37255 7.66969 0.369 -1.248 0.223 -0.24
C -0.17738 -8.62935 7.14343 -0.071 -0.549 0.399 -0.10
C -0.82143 -9.77382 7.63253 -0.524 -0.732 1.368 -0.09
C -1.68011 -9.64477 8.80003 0.554 -0.319 -0.717 -0.08
C -1.98562 -8.39520 9.38952 -0.316 -0.733 -0.845 -0.08
C -1.51134 -7.26610 8.71988 0.376 -0.301 -0.050 -0.06
C 2.69243 -1.82822 6.59693 0.677 -0.079 -0.089 -0.05
C 2.84353 -1.30049 5.29255 -0.124 -0.324 1.655 -0.07
H 2.23425 0.21015 4.01421 -0.302 0.569 0.260 0.09
H 0.59476 1.28543 5.71580 0.508 -0.234 -0.101 0.11
H 0.43184 0.24431 8.05885 0.163 0.267 -0.707 0.12
H 2.72589 -2.10275 9.45859 -0.465 0.491 -0.689 0.14
H 1.10957 -1.32153 9.55694 0.245 -0.533 -0.027 0.12
H 1.88137 -5.21898 9.41437 -0.443 0.851 0.693 0.14
H 2.35364 -3.74503 10.40304 0.248 -0.461 -0.419 0.12
H 0.93399 -6.52172 11.00715 -0.621 0.453 0.517 0.12
H -0.80434 -7.00397 12.82298 0.154 0.900 -0.343 0.11
H -2.17964 -5.12707 13.71813 0.268 0.283 -0.418 0.11
H -1.82100 -2.79121 12.84323 0.054 -0.009 -0.138 0.11
H -0.13729 -2.39112 11.08972 0.008 0.646 -0.212 0.09
H 0.19128 -3.01607 6.86390 0.517 0.601 1.535 0.11
H -1.36503 -4.71930 8.04993 1.286 -0.220 -1.244 0.13
H 1.28712 -6.36912 7.04525 -3.034 0.558 -0.183 0.18
H 0.68409 -8.75962 6.39325 -1.518 0.734 1.353 0.11
H -0.65239 -10.84674 7.22963 -0.092 2.084 0.700 0.13
H -2.05318 -10.59592 9.20769 0.025 0.640 -0.053 0.10
H -2.66088 -8.23253 10.27580 0.841 -0.614 -1.059 0.12
H -1.85358 -6.29968 9.08201 0.418 -0.110 -0.133 0.09
H 3.29869 -2.67167 6.96552 -0.294 0.218 -0.574 0.12
H 3.50120 -1.75610 4.52659 -0.487 0.345 0.702 0.12
```
Positions in Å, forces in eV/Å.


2.
The following is a DFT calculation (ωB97M-V/def2-TZVPD) of a molecular structure, C43H48CdN2O3P2 at a distorted geometry.

Results
E_HOMO = -6.505 eV
LUMO energy = 0.21 eV
Maximum force = 4.866 eV Å⁻¹
Charge = 0
Gap between HOMO and LUMO = 6.7 eV
Energy relative to the best compared isomer or geometry (same formula, charge and spin) = 0.00 kcal/mol

```
99
Properties=species:S:1:pos:R:3:forces:R:3:lowdin_charge:R:1
Cd -0.75989 1.32786 -0.33377 -1.832 3.004 0.327 1.12
C 0.96471 -6.09583 1.71010 0.265 0.290 -0.016 -0.10
C 2.03340 -5.29391 1.63244 -0.344 -0.212 0.014 -0.12
C 3.20652 -5.32647 0.68809 0.043 -0.122 -0.125 -0.19
C 3.04766 -6.14467 -0.61244 0.040 0.038 0.152 -0.19
C 1.90740 -5.66480 -1.47783 -0.389 -0.019 0.047 -0.11
C 0.60810 -5.97668 -1.40204 0.367 0.119 -0.011 -0.11
C -0.11721 -6.89570 -0.45426 0.010 -0.088 0.139 -0.19
C 0.61020 -7.28597 0.85136 -0.022 -0.008 -0.160 -0.20
C -1.77856 2.56112 -1.72069 -1.887 0.292 -1.236 -0.32
H 0.22861 -5.84940 2.47553 0.111 -0.005 -0.082 0.10
H 2.08168 -4.48098 2.35818 -0.037 -0.103 -0.039 0.09
H 4.09277 -5.69173 1.23063 -0.155 0.073 -0.087 0.11
H 3.44109 -4.28763 0.41679 -0.011 -0.103 0.009 0.10
H 3.98022 -6.04366 -1.18024 -0.142 -0.023 0.076 0.11
H 2.95225 -7.20629 -0.37736 0.043 0.167 -0.070 0.10
H 2.18900 -4.94545 -2.24705 -0.037 -0.090 0.045 0.10
H -0.04690 -5.50016 -2.13249 0.087 -0.064 0.056 0.08
H -0.39822 -7.81509 -0.99175 0.055 0.163 0.076 0.11
H -1.06858 -6.41309 -0.18925 0.133 -0.049 -0.035 0.11
H -0.06391 -7.93624 1.42148 0.106 0.098 -0.081 0.11
H 1.48961 -7.89093 0.62332 -0.152 0.065 0.070 0.10
H -2.83256 2.67862 -1.45124 -0.056 0.200 -0.304 -0.05
H -1.72339 2.14321 -2.73452 -0.118 0.146 -0.071 -0.05
H -1.30889 3.55311 -1.73819 -0.180 -0.398 -0.067 -0.03
P 0.33520 -0.01908 1.12557 1.482 -2.408 3.057 0.91
P -0.33215 -0.29301 -1.86461 1.721 -3.302 -3.132 0.88
C 1.01248 -1.45507 0.21129 -0.237 0.309 -0.538 -0.27
C 0.74199 -1.56140 -1.09521 -0.124 -0.032 0.223 -0.28
C 1.79563 0.60686 2.02471 0.230 0.270 -0.075 -0.36
C 2.88884 -0.21010 2.34924 -0.101 0.233 -0.007 -0.09
C 3.99716 0.32983 2.99743 -0.187 0.155 -0.013 -0.07
C 4.02095 1.68751 3.32820 -0.230 -0.110 -0.139 -0.07
C 2.93485 2.50337 3.01113 -0.029 -0.269 0.018 -0.06
C 1.82424 1.96591 2.36018 0.137 -0.275 0.187 -0.09
C -0.66665 -0.83074 2.41716 -0.157 0.012 0.597 -0.36
C -1.96587 -1.26069 2.10876 0.216 -0.016 0.265 -0.10
C -2.79414 -1.77018 3.10644 0.221 -0.013 -0.027 -0.08
C -2.33932 -1.84530 4.42422 0.229 0.115 -0.165 -0.08
C -1.05232 -1.40714 4.73967 -0.161 -0.080 -0.176 -0.08
C -0.21852 -0.90158 3.74340 -0.261 -0.172 -0.140 -0.08
C 0.54293 0.11184 -3.40826 -0.196 -0.025 -0.728 -0.35
C 1.58953 1.04408 -3.40810 -0.067 -0.126 0.043 -0.08
C 2.18441 1.43531 -4.60663 -0.141 -0.249 -0.013 -0.07
C 1.73293 0.90794 -5.81707 -0.159 -0.108 0.235 -0.08
C 0.68154 -0.01102 -5.82528 0.143 0.101 0.113 -0.08
C 0.08674 -0.40647 -4.62933 0.296 0.184 -0.016 -0.08
C -1.74639 -1.31481 -2.41545 -0.284 0.016 0.213 -0.37
C -2.98324 -0.67574 -2.57260 0.100 -0.159 0.008 -0.09
C -4.11193 -1.41197 -2.93166 0.177 -0.137 -0.059 -0.07
C -4.01089 -2.78833 -3.13814 0.208 0.161 0.063 -0.08
C -2.77891 -3.42984 -2.98705 -0.018 0.234 0.023 -0.08
C -1.64980 -2.69767 -2.62609 -0.175 0.170 -0.010 -0.09
H 1.60690 -2.20148 0.73768 -0.151 0.099 -0.094 0.06
H 1.10558 -2.39792 -1.69187 0.105 0.076 0.203 0.07
H 2.86527 -1.26933 2.10642 0.118 0.188 0.060 0.09
H 4.84157 -0.30660 3.24751 -0.128 0.087 -0.035 0.10
H 4.88515 2.10553 3.83699 -0.116 -0.054 -0.092 0.10
H 2.94936 3.55735 3.27386 0.000 -0.135 -0.052 0.11
H 0.96569 2.58396 2.10986 0.223 -0.067 0.084 0.09
H -2.32872 -1.18916 1.08662 -0.033 0.006 0.049 0.09
H -3.79640 -2.10623 2.85486 0.144 0.066 0.036 0.11
H -2.98605 -2.24092 5.20234 0.082 0.078 -0.113 0.10
H -0.69575 -1.45754 5.76473 -0.053 0.007 -0.139 0.10
H 0.78172 -0.56177 3.99468 -0.173 -0.018 0.017 0.10
H 1.93361 1.46862 -2.46832 -0.046 0.072 -0.059 0.08
H 2.99906 2.15409 -4.59496 -0.133 -0.094 0.028 0.11
H 2.19580 1.21389 -6.75092 -0.077 -0.027 0.119 0.10
H 0.32168 -0.41862 -6.76579 0.051 0.053 0.117 0.10
H -0.73317 -1.11858 -4.64031 0.115 0.135 -0.088 0.09
H -3.03845 0.39963 -2.41682 -0.123 -0.161 0.007 0.07
H -5.06695 -0.90959 -3.05736 0.137 -0.072 0.032 0.11
H -4.88896 -3.36153 -3.42264 0.121 0.079 0.056 0.10
H -2.69910 -4.50074 -3.15228 -0.006 0.137 0.016 0.10
H -0.68994 -3.19590 -2.51944 -0.213 -0.001 0.008 0.08
C -1.14386 7.36285 2.80238 0.132 0.321 0.168 -0.10
C -1.11467 5.87481 2.42231 -0.157 0.124 0.295 -0.17
C -0.83299 5.55556 0.91819 0.139 -0.312 -0.199 -0.27
C -1.81275 6.31338 -0.04723 -0.095 0.288 -0.459 -0.16
C -3.31746 6.07091 0.15707 -0.285 -0.195 -0.054 -0.09
C 0.59251 5.96280 0.53355 -0.136 2.234 0.298 -0.38
O 0.93316 7.13208 0.63304 -0.009 -0.273 0.029 0.07
N 1.49051 5.06804 0.03616 0.324 0.666 0.208 0.21
C 1.18105 3.76223 -0.17546 -0.549 -1.529 -0.363 -0.61
O 2.01048 3.02198 -0.67230 0.990 -0.521 -0.449 0.02
N -0.03956 3.27386 0.14970 1.543 2.490 1.455 -0.06
C -1.00389 4.05345 0.71288 -0.347 -0.363 -0.147 -0.52
O -2.06429 3.52469 1.00999 -0.290 -0.038 0.657 -0.01
H -0.17101 7.85893 2.62866 -0.595 -0.219 -0.029 0.07
H -1.37703 7.45675 3.88328 0.061 -0.090 -0.559 0.08
H -1.93763 7.90314 2.24586 0.510 -0.247 0.287 0.08
H -0.35624 5.35892 3.05052 -0.390 0.153 -0.350 0.12
H -2.10895 5.46468 2.70303 0.713 -0.118 -0.429 0.12
H -1.64457 7.40795 0.03613 0.265 -0.699 0.021 0.12
H -1.57068 6.03385 -1.09769 0.036 0.147 0.600 0.13
H -3.63974 6.37022 1.17448 0.100 -0.242 -0.520 0.08
H -3.88682 6.68240 -0.57463 0.386 -0.203 0.435 0.08
H -3.59906 5.01592 -0.02641 0.211 0.586 0.288 0.07
H 2.43123 5.40170 -0.22507 -0.936 -0.259 0.221 0.18
```
Positions in Å, forces in eV/Å.


- The lowest charge belongs to which entry?
  C43H48CdN2O3P2